Entry 1:
A structure of composition C25H27IIrN3O3S2, computed with ωB97M-V/def2-TZVPD.

Each line ends with the Mulliken charge.
Positions of all 62 atoms, in Å:
1 Ir 0.06 0.55 -0.39  2.0260
2 N 3.65 -1.06 0.86  -0.0522
3 C 4.56 -1.33 -0.20  0.3238
4 C 5.88 -1.62 0.11  -0.6324
5 C 6.78 -1.88 -0.91  -0.6556
6 C 6.37 -1.84 -2.23  -0.7171
7 C 5.05 -1.54 -2.54  -0.7084
8 C 4.14 -1.29 -1.52  0.7513
9 S 2.47 -0.94 -1.98  -0.1278
10 N 1.76 -0.61 -0.46  -0.2859
11 C 2.37 -0.71 0.68  0.9236
12 C 1.52 -0.38 1.84  0.5189
13 C 1.80 -0.67 3.16  -0.7916
14 C 0.84 -0.41 4.14  -0.6375
15 C -0.38 0.12 3.76  -0.9055
16 C -0.61 0.39 2.43  -0.0997
17 N 0.32 0.15 1.50  -0.2093
18 H 4.02 -1.07 1.79  0.1294
19 H 6.19 -1.65 1.14  0.3816
20 H 7.81 -2.11 -0.67  0.4111
21 H 7.07 -2.04 -3.03  0.4104
22 H 4.72 -1.51 -3.57  0.3965
23 H 2.74 -1.13 3.44  0.4774
24 H 1.05 -0.63 5.17  0.4717
25 H -1.15 0.33 4.49  0.4731
26 H -1.53 0.84 2.07  0.5869
27 I -0.37 9.25 -0.52  0.2106
28 C -0.28 7.17 -0.49  -0.0542
29 C 0.96 6.54 -0.45  -0.5282
30 C 1.02 5.16 -0.42  -0.4699
31 C -0.17 4.42 -0.42  0.1647
32 C -1.41 5.06 -0.46  -0.4396
33 C -1.47 6.44 -0.50  -0.5237
34 C -0.11 2.98 -0.38  0.8899
35 O 0.99 2.32 -0.61  -0.7005
36 O -1.11 2.22 -0.11  -0.7571
37 H 1.87 7.12 -0.44  0.3955
38 H 1.97 4.66 -0.40  0.4408
39 H -2.32 4.47 -0.47  0.4251
40 H -2.42 6.94 -0.54  0.3938
41 C -5.50 -1.87 1.22  -1.1092
42 C -5.15 -0.82 0.17  -0.4156
43 C -4.05 -1.29 -0.77  -0.8967
44 S -2.49 -1.53 0.13  0.4581
45 O -1.45 -0.81 -0.77  -0.6940
46 C -2.15 -3.30 -0.06  -0.9398
47 C -1.49 -3.69 -1.38  -0.1157
48 C -2.39 -3.66 -2.60  -1.2539
49 H -6.26 -1.49 1.91  0.3803
50 H -4.64 -2.15 1.82  0.2998
51 H -5.90 -2.77 0.76  0.3157
52 H -4.86 0.12 0.63  0.2857
53 H -6.02 -0.61 -0.45  0.3880
54 H -3.78 -0.54 -1.52  0.5004
55 H -4.30 -2.22 -1.27  0.3805
56 H -3.12 -3.78 0.08  0.5135
57 H -1.53 -3.56 0.79  0.5022
58 H -1.10 -4.70 -1.22  0.4513
59 H -0.62 -3.05 -1.54  0.0314
60 H -3.29 -4.26 -2.45  0.3522
61 H -1.87 -4.07 -3.46  0.3992
62 H -2.69 -2.64 -2.86  0.2606

charge: +2
total energy: -69571.77565 eV
ΔE to the lowest compared entry with this formula, charge and spin: 28.3 kJ/mol
E_HOMO: -13.0 eV
frontier orbital gap: 6.2 eV

Entry 2:
A structure of composition C24H43GdN2OP3S at a distorted geometry, computed with ωB97M-V/def2-TZVPD.

Each line ends with the Mulliken spin population.
Positions of all 75 atoms, in Å:
1 Gd -0.36 -0.60 0.90  6.4693
2 P 0.90 1.64 0.94  0.1323
3 P -2.34 0.62 1.89  0.1139
4 P 1.28 -1.38 -0.85  0.1348
5 H -2.67 -0.02 -0.90  0.0032
6 C -1.83 -0.71 -0.94  0.0314
7 C -1.87 -1.90 -0.13  0.0466
8 H -2.71 -2.08 0.54  0.0004
9 C 0.57 2.83 -0.35  0.0028
10 C 0.66 2.57 2.46  -0.0019
11 C 2.68 1.48 0.92  -0.0015
12 C -3.85 -0.32 1.78  0.0010
13 C -2.24 1.03 3.61  0.0042
14 C -2.75 2.16 1.06  0.0003
15 C 0.72 -2.84 -1.71  -0.0004
16 C 2.88 -1.83 -0.25  0.0041
17 C 1.57 -0.21 -2.19  -0.0040
18 H -1.34 -0.75 -1.91  0.0031
19 H -1.38 -2.81 -0.47  0.0004
20 H 1.20 3.70 -0.14  0.0009
21 H -0.49 3.13 -0.35  -0.0002
22 H 0.81 2.42 -1.33  -0.0011
23 H 1.33 3.43 2.37  0.0011
24 H 0.95 1.98 3.34  0.0009
25 H -0.36 2.92 2.59  -0.0002
26 H 3.06 2.50 1.06  0.0011
27 H 3.06 1.09 -0.02  -0.0001
28 H 3.04 0.85 1.74  0.0017
29 H -4.60 0.32 2.26  0.0007
30 H -3.77 -1.27 2.32  0.0002
31 H -4.15 -0.52 0.75  0.0001
32 H -3.01 1.78 3.78  0.0013
33 H -1.27 1.41 3.93  0.0000
34 H -2.47 0.14 4.20  0.0000
35 H -3.71 2.47 1.48  0.0014
36 H -2.85 2.02 -0.02  0.0005
37 H -2.00 2.93 1.24  0.0014
38 H 1.53 -3.06 -2.41  0.0014
39 H -0.21 -2.68 -2.26  -0.0001
40 H 0.58 -3.68 -1.02  0.0003
41 H 3.46 -2.09 -1.14  0.0022
42 H 2.81 -2.70 0.41  -0.0009
43 H 3.38 -1.02 0.29  -0.0006
44 H 2.19 -0.75 -2.91  0.0014
45 H 2.10 0.68 -1.85  0.0027
46 H 0.63 0.10 -2.66  0.0021
47 C 1.96 3.48 -5.33  0.0001
48 C 1.42 4.36 -6.30  -0.0001
49 C 0.52 3.87 -7.24  0.0002
50 C 0.15 2.52 -7.24  0.0000
51 C 0.69 1.66 -6.28  0.0000
52 C 1.59 2.13 -5.33  -0.0001
53 O 2.85 3.89 -4.38  0.0000
54 H 3.02 4.84 -4.50  0.0000
55 H 1.72 5.41 -6.29  0.0000
56 H 0.11 4.56 -7.98  0.0000
57 H -0.56 2.15 -7.98  0.0000
58 H 0.40 0.61 -6.28  0.0000
59 H 2.02 1.46 -4.58  -0.0001
60 N 1.76 -0.50 3.72  -0.0001
61 C 1.00 -1.59 3.74  -0.0026
62 N 0.11 -1.94 2.80  0.0369
63 C -0.53 -3.17 3.15  0.0017
64 C -1.51 -3.91 2.47  0.0035
65 C -2.02 -5.08 3.04  0.0007
66 C -1.57 -5.54 4.27  -0.0007
67 C -0.59 -4.84 4.96  0.0010
68 C -0.09 -3.68 4.38  -0.0017
69 S 1.14 -2.66 5.10  -0.0005
70 H 2.42 -0.28 4.47  -0.0003
71 H 1.67 0.12 2.93  0.0086
72 H -1.88 -3.61 1.51  -0.0043
73 H -2.78 -5.62 2.50  0.0000
74 H -1.98 -6.44 4.70  0.0000
75 H -0.21 -5.17 5.92  0.0000

expectation value of S²: 16.0264
charge: +3
total energy: -90121.03025 eV
ΔE to the lowest compared entry with this formula, charge and spin: 331.9 kJ/mol
E_HOMO (alpha / beta): -13.9 / -13.9 eV
multiplicity: 8
frontier orbital gap (alpha / beta): 2.6 / 2.6 eV

Entry 3:
A structure of composition C3H6N2O2 at a distorted geometry, computed with ωB97M-V/def2-TZVPD.

Each line ends with the Mulliken charge.
Positions of all 13 atoms, in Å:
1 C -0.82 -0.42 0.05  0.1824
2 C 0.56 -0.41 -0.04  0.7928
3 N -1.66 0.65 -0.11  -0.4833
4 C 1.37 0.67 -0.59  -0.5301
5 O -1.48 -1.57 0.31  -0.5409
6 O 1.13 -1.67 0.14  -0.6050
7 N 1.24 1.17 0.65  -0.4425
8 H -0.82 -2.27 0.41  0.3708
9 H 1.99 -1.65 -0.28  0.3538
10 H -1.20 1.55 -0.18  0.2296
11 H -2.48 0.64 0.48  0.2368
12 H 0.95 2.16 0.71  0.1850
13 H 1.22 1.15 -1.56  0.2504

total energy: -10279.53108 eV
ΔE to the lowest compared entry with this formula, charge and spin: 508.1 kJ/mol
E_HOMO (alpha / beta): -6.7 / -6.7 eV
frontier orbital gap (alpha / beta): 7.2 / 7.2 eV

Entry 4:
A cluster of 2 separate species, C29H57ClN3O5 in total, computed with ωB97M-V/def2-TZVPD.

Each line ends with the Mulliken spin population.
Positions of all 95 atoms, in Å:
1 C -0.18 4.42 1.07  0.0000
2 C 0.76 3.69 0.99  -0.0001
3 C 1.92 2.80 0.88  0.0001
4 C 2.24 2.41 -0.59  -0.0013
5 C 2.42 0.89 -0.78  0.0002
6 C 1.92 0.32 -2.11  0.0000
7 C 2.10 1.29 -3.31  0.0037
8 N 0.95 2.18 -3.55  -0.0006
9 C 0.46 -0.14 -2.02  -0.0031
10 C -0.48 0.73 -1.18  -0.0012
11 C -1.94 0.46 -1.53  0.0005
12 C -2.90 1.27 -0.65  -0.0002
13 O -3.93 0.51 -0.04  0.0002
14 O 2.63 -0.90 -2.41  0.0004
15 C 3.99 -0.82 -2.68  0.0003
16 C 4.31 -1.11 -4.18  -0.0018
17 N 3.22 -1.72 -4.88  -0.0063
18 O 3.22 -3.10 -4.54  0.0030
19 C 2.76 -3.88 -5.62  -0.0008
20 C 2.28 -5.26 -5.12  -0.0004
21 O 2.56 -5.42 -3.76  0.0007
22 C 1.94 -6.56 -3.19  0.0002
23 C 2.75 -7.00 -1.97  0.0000
24 C 4.81 -1.84 -1.80  0.0018
25 Cl 3.87 -2.35 -0.36  0.0000
26 C 6.18 -1.24 -1.41  -0.0002
27 C 6.40 -0.84 0.05  0.0000
28 H -1.07 4.98 1.26  0.0000
29 H 2.76 3.30 1.36  -0.0001
30 H 1.69 1.91 1.48  0.0000
31 H 3.18 2.91 -0.86  0.0000
32 H 1.46 2.81 -1.22  0.0014
33 H 1.90 0.38 0.04  0.0001
34 H 3.47 0.64 -0.64  -0.0001
35 H 2.99 1.91 -3.17  -0.0006
36 H 2.27 0.67 -4.19  0.0022
37 H 0.53 1.98 -4.45  -0.0035
38 H 1.24 3.14 -3.59  -0.0001
39 H 0.51 -1.13 -1.55  -0.0004
40 H 0.07 -0.30 -3.02  0.0041
41 H -0.33 0.52 -0.12  0.0000
42 H -0.30 1.79 -1.36  0.0002
43 H -2.15 -0.61 -1.45  0.0009
44 H -2.08 0.74 -2.58  -0.0002
45 H -3.40 2.05 -1.23  0.0001
46 H -2.32 1.78 0.13  0.0004
47 H -3.67 -0.42 -0.03  -0.0001
48 H 4.39 0.17 -2.43  0.0000
49 H 5.21 -1.72 -4.24  0.0000
50 H 4.54 -0.17 -4.70  -0.0001
51 H 3.35 -1.63 -5.89  0.0011
52 H 3.57 -4.01 -6.35  0.0005
53 H 1.93 -3.37 -6.11  0.0011
54 H 1.21 -5.37 -5.32  -0.0004
55 H 2.79 -6.04 -5.71  -0.0001
56 H 1.91 -7.36 -3.93  0.0000
57 H 0.91 -6.31 -2.90  0.0000
58 H 2.08 -7.22 -1.13  0.0000
59 H 3.35 -7.88 -2.19  0.0000
60 H 3.40 -6.18 -1.67  0.0000
61 H 4.96 -2.75 -2.37  -0.0008
62 H 6.38 -0.37 -2.04  0.0002
63 H 6.95 -1.98 -1.67  -0.0001
64 H 6.48 -1.72 0.68  0.0000
65 H 5.62 -0.18 0.43  0.0001
66 H 7.35 -0.31 0.12  0.0000
67 C -3.51 3.65 4.36  0.0437
68 C -3.53 2.12 4.23  -0.0195
69 C -4.31 1.69 2.99  0.0346
70 C -5.81 1.91 3.12  -0.0161
71 C -6.36 1.23 4.38  0.0317
72 C -5.61 1.61 5.66  0.0044
73 N -4.14 1.47 5.43  0.4008
74 O -3.72 0.26 5.61  0.5345
75 C -5.98 3.03 6.12  0.0207
76 C -6.01 0.66 6.79  -0.0065
77 C -2.07 1.67 4.13  -0.0099
78 H -2.78 4.06 3.66  0.0041
79 H -4.46 4.12 4.12  0.0023
80 H -3.21 3.96 5.37  -0.0221
81 H -4.12 0.63 2.80  0.0036
82 H -3.92 2.23 2.12  0.0012
83 H -6.05 2.98 3.13  -0.0004
84 H -6.31 1.49 2.24  0.0006
85 H -7.42 1.49 4.51  0.0001
86 H -6.32 0.15 4.25  0.0037
87 H -5.32 3.35 6.93  -0.0118
88 H -7.00 3.03 6.49  0.0011
89 H -5.93 3.77 5.33  0.0014
90 H -5.89 -0.38 6.51  0.0024
91 H -7.07 0.83 7.03  0.0003
92 H -5.42 0.85 7.69  -0.0026
93 H -1.51 1.96 5.02  -0.0050
94 H -1.62 2.16 3.26  -0.0001
95 H -1.99 0.60 4.00  0.0024

expectation value of S²: 0.7542
total energy: -58220.96662 eV
E_HOMO (alpha / beta): -7.8 / -8.6 eV
multiplicity: 2
frontier orbital gap (alpha / beta): 8.0 / 9.2 eV

Entry 5:
A cluster of 2 separate species, C2H7N2OS in total at a distorted geometry, computed with ωB97M-V/def2-TZVPD.

Each line ends with the Mulliken charge.
Positions of all 13 atoms, in Å:
1 C -0.66 -0.38 0.26  -0.0442
2 C 2.16 -0.50 -0.45  -0.2280
3 N -0.87 0.91 0.27  -0.0119
4 N -1.59 -1.26 0.03  -0.2883
5 O -2.14 1.63 0.11  -0.4383
6 S 2.88 0.87 0.05  0.0446
7 H 1.79 -0.60 -1.45  0.3406
8 H 1.88 -1.32 0.34  0.3385
9 H 0.05 1.39 0.44  0.2029
10 H -1.35 -2.23 -0.18  0.2275
11 H -2.61 -0.95 0.01  0.2519
12 H -2.42 1.76 -0.81  0.3521
13 H 2.89 0.66 1.38  0.2527

charge: +1
total energy: -18038.72330 eV
ΔE to the lowest compared entry with this formula, charge and spin: 469.3 kJ/mol
E_HOMO (alpha / beta): -12.9 / -12.9 eV
frontier orbital gap (alpha / beta): 6.7 / 6.7 eV

Entry 6:
A structure of composition C13H22N4O2PS3Ti at a distorted geometry, computed with ωB97M-V/def2-TZVPD.

Each line ends with the Mulliken spin population.
Positions of all 46 atoms, in Å:
1 Ti -0.68 1.84 0.77  0.8361
2 N -2.73 -0.66 3.56  0.0010
3 C -2.26 0.14 2.57  -0.0019
4 S -0.63 0.60 2.88  -0.0262
5 N -3.03 0.41 1.54  0.0305
6 N -2.56 1.19 0.46  0.0709
7 C -2.58 2.45 0.76  0.0274
8 C -2.04 3.49 -0.13  -0.0021
9 C -2.68 4.72 -0.17  -0.0116
10 C -2.17 5.70 -1.02  0.0159
11 C -1.04 5.42 -1.77  -0.0079
12 C -0.45 4.17 -1.65  0.0342
13 N -0.93 3.20 -0.84  0.0212
14 H -1.92 -1.03 4.04  -0.0002
15 H -3.34 -1.36 3.17  0.0009
16 H -3.01 2.80 1.71  0.0136
17 H -3.57 4.90 0.43  -0.0016
18 H -2.66 6.66 -1.09  0.0006
19 H -0.61 6.15 -2.45  0.0001
20 H 0.44 3.90 -2.21  0.0040
21 C 3.59 -0.79 -0.36  0.0010
22 C 3.45 -1.37 -1.76  0.0000
23 C 3.94 -2.81 -1.84  0.0000
24 O 2.16 -1.25 -2.34  0.0004
25 P 0.74 -1.51 -1.61  0.0027
26 S -0.61 -1.80 -2.98  0.0018
27 S 0.16 0.03 -0.56  -0.0121
28 O 1.09 -2.85 -0.77  -0.0003
29 C 0.30 -3.47 0.23  -0.0001
30 C -1.20 -3.46 0.03  -0.0002
31 C 0.70 -2.95 1.61  0.0015
32 H 4.63 -0.84 -0.02  0.0001
33 H 2.97 -1.32 0.37  -0.0006
34 H 3.29 0.27 -0.35  -0.0006
35 H 4.10 -0.78 -2.41  0.0001
36 H 3.42 -3.46 -1.13  0.0000
37 H 5.01 -2.86 -1.62  0.0001
38 H 3.77 -3.22 -2.84  0.0000
39 H 0.61 -4.53 0.20  -0.0001
40 H -1.62 -2.45 0.05  0.0005
41 H -1.70 -4.04 0.81  0.0000
42 H -1.47 -3.92 -0.93  -0.0001
43 H 0.39 -1.91 1.76  -0.0007
44 H 1.78 -2.99 1.74  0.0001
45 H 0.23 -3.55 2.40  -0.0001
46 H -1.29 3.16 1.75  0.0016

expectation value of S²: 0.7568
total energy: -88802.19960 eV
E_HOMO (alpha / beta): -7.2 / -7.3 eV
multiplicity: 2
frontier orbital gap (alpha / beta): 6.3 / 5.7 eV

Question: Which value of total energy does entry 5 give?
Answer: -18038.72330 eV

Question: Which of these has the highest total energy?
Answer: C3H6N2O2